Arrangement P

Below is a molecular structure, C4H14N3, with properties calculated with ωB97M-V with the def2-TZVPD basis set.

Total charge = +1
Kohn-Sham gap = 9.58 eV
HOMO = -12.3 eV
LUMO level = -2.77 eV

```
21
C4H14N3, DFT ωB97M-V with the def2-TZVPD basis set
C 0.1767 -0.3214 2.6473
C -0.1479 -0.9797 -1.9793
C 0.0841 0.9351 -1.7238
C 0.1709 1.3050 0.6515
N 0.1113 -1.7038 -0.7454
N -0.5493 1.3728 -0.6004
N -0.2421 -0.0317 1.2320
H 1.2099 0.2045 2.6325
H -0.6271 0.0594 3.3092
H 0.2086 -1.4306 2.6420
H 0.5952 -1.0848 -2.7986
H -1.2984 -1.0190 -2.0681
H 1.2385 1.1003 -1.7445
H -0.2260 1.4793 -2.6013
H 0.0223 2.1479 1.2876
H 1.1902 1.1691 0.4582
H 1.0864 -1.9789 -0.7209
H -0.3212 -2.5884 -0.7759
H -1.2945 2.1069 -0.6006
H -1.3418 -0.0872 1.1251
H -0.0458 -0.6547 0.3734
```

=====

Arrangement Q

Below is 2 unconnected molecules or ions with the total composition C4H14N3, with properties calculated with ωB97M-V with the def2-TZVPD basis set.

Total charge = +1
Kohn-Sham gap = 10.85 eV
HOMO = -14.7 eV
LUMO level = -3.82 eV

```
21
C4H14N3, DFT ωB97M-V with the def2-TZVPD basis set
C 0.2602 -1.7625 -1.5075
C 1.0296 0.5293 -1.3434
N 0.4868 -0.4368 -2.0972
N 1.7269 0.1902 -0.2646
N 1.0939 1.8115 -1.8069
H -0.3270 -0.0948 -2.6031
H 2.3256 -0.6159 -0.2011
H 2.1419 0.9187 0.3036
H 2.0232 2.1899 -1.8765
H 0.2697 2.3788 -1.8965
H -0.0791 -1.7291 -0.4815
H 1.2078 -2.3025 -1.5323
H -0.3881 -2.3833 -2.1136
C -1.1898 -0.4681 1.8731
C -1.7798 0.8247 2.4708
H -1.9100 -1.0972 1.3532
H -0.3862 -0.2050 1.1772
H -0.6986 -1.0785 2.6312
H -1.0287 1.6051 2.5334
H -2.1210 0.6071 3.4828
H -2.6572 1.1183 1.8991
```

=====

Stability check: which of them is most stable? arrangement Q.

=====

Arrangement P

Below is a gas-phase ion, C4H14N3 (charge +1), with properties calculated with ωB97M-V with the def2-TZVPD basis set.

Total charge = +1
Kohn-Sham gap = 10.90 eV
HOMO = -13.7 eV
LUMO level = -2.84 eV

```
21
C4H14N3, DFT ωB97M-V with the def2-TZVPD basis set
N -0.1916 2.2817 1.2167
C 1.0340 1.6871 0.7056
C 0.9076 0.8402 -0.5866
C -0.2514 -0.1565 -0.4460
N -0.4703 -0.6351 0.9807
C -0.0327 -1.4871 -1.2086
N -1.1470 -2.3966 -0.8345
H 0.1363 2.6446 2.1062
H -0.6332 3.0649 0.7709
H 1.4238 1.0517 1.5029
H 1.8621 2.3597 0.4676
H 1.7914 0.2675 -0.8373
H 0.5634 1.5328 -1.3505
H -1.2270 0.2270 -0.7439
H -1.1032 -1.4693 0.8418
H -0.9800 0.1096 1.4592
H 0.3889 -0.8520 1.4819
H 0.8112 -2.0988 -0.8942
H -0.0525 -1.2200 -2.2642
H -1.9272 -2.3759 -1.4934
H -0.9025 -3.3754 -0.8742
```

=====

Arrangement Q

Below is 2 unconnected molecules or ions with the total composition C4H14N3, with properties calculated with ωB97M-V with the def2-TZVPD basis set.

Total charge = +1
Kohn-Sham gap = 11.72 eV
HOMO = -14.9 eV
LUMO level = -3.18 eV

```
21
C4H14N3, DFT ωB97M-V with the def2-TZVPD basis set
C 2.5128 0.6457 0.0837
C 0.1204 1.4959 0.4475
N 1.1043 0.6339 0.5959
N -0.0021 2.2585 -0.6558
N -0.8317 1.5689 1.3760
H 1.0580 0.0903 1.4448
H 0.3956 1.8406 -1.4919
H -0.9524 2.5144 -0.8874
H -0.9304 1.0681 2.2422
H -1.6436 2.1399 1.2063
H 2.4855 0.3255 -0.9533
H 3.0773 -0.0510 0.6889
H 2.8995 1.6154 0.2247
C -1.2487 -1.6742 -1.2292
C -1.1422 -2.3068 0.1443
H -0.4375 -0.9599 -1.4089
H -1.0056 -2.3928 -2.0137
H -2.2043 -1.1982 -1.3846
H -0.9737 -1.6928 1.0184
H -1.9945 -2.9340 0.3851
H -0.2865 -2.9873 0.1670
```

=====

Stability check: which of them is most stable? arrangement Q.

=====

Arrangement P

Below is 3 unconnected molecules or ions with the total composition C4H16NO2, with properties calculated with ωB97M-V with the def2-TZVPD basis set.

Total charge = +1
Kohn-Sham gap = 12.62 eV
HOMO = -15.5 eV
LUMO level = -2.87 eV

```
23
C4H16NO2, DFT ωB97M-V with the def2-TZVPD basis set
C -0.9757 -1.0804 0.6985
C -1.3076 -0.1558 -0.4468
N -0.2315 0.8988 -0.3486
C -0.8350 2.2925 -0.1057
C -1.2744 -0.9170 -1.7959
H -0.0529 -1.6032 0.4744
H -1.6819 -1.9285 0.8123
H -1.0711 -0.6895 1.7483
H -2.3644 0.1384 -0.3645
H 0.5510 0.7244 0.3115
H 0.3578 0.8647 -1.1836
H -1.9304 2.2973 0.0194
H -0.3866 2.8658 0.7261
H -0.6563 2.8955 -0.9984
H -2.0954 -1.0950 -2.4514
H -0.6855 -1.7768 -1.7712
H -0.9454 -0.1335 -2.5874
H 1.1353 0.1746 2.8072
H 1.6178 -0.9700 1.6935
O 1.5597 -0.0614 1.9892
H 3.0889 -1.3625 -0.4350
H 2.4961 -0.0385 0.1567
O 2.2704 -0.8477 -0.3287
```

=====

Arrangement Q

Below is 3 unconnected molecules or ions with the total composition C4H16NO2, with properties calculated with ωB97M-V with the def2-TZVPD basis set.

Total charge = +1
Kohn-Sham gap = 12.84 eV
HOMO = -15.7 eV
LUMO level = -2.84 eV

```
23
C4H16NO2, DFT ωB97M-V with the def2-TZVPD basis set
C 0.3778 -1.6928 -0.3878
C 0.5996 -0.2025 -0.4094
C 0.0799 0.5034 -1.6632
C 0.6272 1.9222 -1.8294
N -0.0090 0.4171 0.8055
H 0.5516 -2.1519 -1.3588
H -0.6595 -1.9411 -0.1533
H 0.9886 -2.2238 0.3312
H 1.6575 0.0234 -0.3461
H 0.3576 -0.1499 -2.4871
H -1.0067 0.5207 -1.6796
H 0.6983 2.2304 -2.8663
H -0.0291 2.6329 -1.3273
H 1.6285 2.0127 -1.3995
H 0.1452 1.4367 0.8247
H -1.0427 0.2853 0.8623
H 0.3354 0.0150 1.6937
H -3.3230 0.4633 0.1050
H -3.3624 -0.7280 1.0942
O -2.7805 -0.0784 0.6880
H 1.0225 -1.7908 3.0664
H 2.0384 -0.6720 3.3091
O 1.1051 -0.8320 3.1275
```

=====

Arrangement R

Below is 3 unconnected molecules or ions with the total composition C4H16NO2, with properties calculated with ωB97M-V with the def2-TZVPD basis set.

Total charge = +1
Kohn-Sham gap = 12.20 eV
HOMO = -15.4 eV
LUMO level = -3.22 eV

```
23
C4H16NO2, DFT ωB97M-V with the def2-TZVPD basis set
C -0.7232 1.1034 -0.4280
C 0.5146 1.2599 -1.2431
C 0.1393 1.5229 -2.7106
C 1.3883 -0.0293 -1.1272
N -0.3934 0.9744 1.0991
H -1.2471 0.1550 -0.5393
H -1.3590 1.9862 -0.4800
H 1.0804 2.1178 -0.8654
H -0.8457 1.1038 -2.9296
H 0.8095 0.9663 -3.3590
H 0.0615 2.5901 -2.8904
H 0.7752 -0.8283 -1.5401
H 2.3083 0.0835 -1.6884
H 1.7310 -0.1910 -0.1037
H -1.1563 0.8944 1.7503
H -0.0143 1.8830 1.3735
H 0.3092 0.2541 1.3194
H -0.2473 -1.0200 3.6123
H -0.2417 -1.8958 2.4418
O 0.2482 -1.1551 2.7916
H -1.8088 -2.7808 0.8891
H -0.8065 -3.7192 0.4348
O -0.8521 -2.7788 0.6944
```

=====

Stability check: which of them is most stable? arrangement Q.

=====

Arrangement P

Below is 2 unconnected molecules or ions with the total composition C4H11NOS, with properties calculated with ωB97M-V with the def2-TZVPD basis set.

Kohn-Sham gap = 9.38 eV
HOMO = -8.7 eV
LUMO level = 0.69 eV

```
18
C4H11NOS, DFT ωB97M-V with the def2-TZVPD basis set
C -0.3469 0.0327 -2.1394
C 0.7781 -0.9589 -2.3715
N 0.8835 -1.9149 -1.4258
O 1.4953 -0.9371 -3.3423
H -0.4361 0.8302 -2.8818
H -0.1656 0.6896 -1.2797
H -1.2891 -0.5030 -2.1036
H 1.6032 -2.5910 -1.6196
H 0.4523 -2.0920 -0.5321
C 0.0481 2.1922 1.7891
S -1.2133 1.0310 1.2063
C -0.7294 -0.5153 2.0845
H -0.0991 2.3185 2.8588
H 0.9649 1.6516 1.5769
H 0.0400 3.1851 1.3540
H -1.6284 -0.8706 2.5792
H 0.0022 -0.2872 2.8572
H -0.3597 -1.2609 1.3898
```

=====

Arrangement Q

Below is a single C4H11NOS molecule, with properties calculated with ωB97M-V with the def2-TZVPD basis set.

Kohn-Sham gap = 10.00 eV
HOMO = -9.2 eV
LUMO level = 0.78 eV

```
18
C4H11NOS, DFT ωB97M-V with the def2-TZVPD basis set
N -0.0790 0.8446 -1.5785
C 0.3917 0.1605 -0.3541
C 1.4740 -0.9187 -0.6346
O 2.4260 -0.6189 -1.6497
C -0.7595 -0.4624 0.4180
C -1.6956 0.4237 1.1868
S -0.8301 1.5117 2.3437
H -0.3156 0.1807 -2.3158
H 0.7610 1.2429 -1.9932
H 0.7053 0.9607 0.3252
H 2.1005 -1.1313 0.2494
H 0.8795 -1.8124 -0.7540
H 2.4269 0.3370 -1.7133
H -0.3852 -1.1875 1.1590
H -1.2871 -1.1326 -0.2985
H -2.2578 1.1313 0.5659
H -2.4538 -0.1766 1.6910
H -1.1012 0.6476 3.3525
```

=====

Stability check: which of them is most stable? arrangement P.

=====

Arrangement P

Below is 2 unconnected molecules or ions with the total composition C7H13N4, with properties calculated with ωB97M-V with the def2-TZVPD basis set.

Total charge = +1
Kohn-Sham gap = 10.77 eV
HOMO = -13.6 eV
LUMO level = -2.87 eV

```
24
C7H13N4, DFT ωB97M-V with the def2-TZVPD basis set
C 1.7886 -0.7680 -0.3331
C 1.1178 -0.7234 -1.5204
C 0.7270 -0.7655 0.6282
C -1.9996 0.7582 1.5013
C 1.5773 -0.9059 -2.8869
C 0.9983 -0.8307 2.0815
C -1.4619 2.7308 0.2119
N -0.2593 -0.8537 -1.2521
N -0.4656 -0.8125 0.0489
N -1.2304 1.5003 0.9794
N -2.3495 -0.3633 1.8309
H 2.8615 -0.5164 -0.2551
H 2.5925 -0.5000 -2.9349
H 1.5565 -1.8763 -3.2441
H 0.8894 -0.2635 -3.5546
H 1.5750 0.0268 2.3946
H 0.0858 -0.7845 2.5785
H 1.4291 -1.7312 2.4074
H -1.7795 3.6045 0.7866
H -0.4479 3.0514 -0.0445
H -2.0551 2.3784 -0.5857
H -0.8828 -0.9738 -2.0230
H -1.3184 -0.8794 0.5922
H -2.9488 -0.5023 2.5928
```

=====

Arrangement Q

Below is a gas-phase ion, C7H13N4 (charge +1), with properties calculated with ωB97M-V with the def2-TZVPD basis set.

Total charge = +1
Kohn-Sham gap (alpha / beta) = 7.34 / 7.34 eV
HOMO (alpha / beta) = -11.7 / -11.7 eV
LUMO level (alpha / beta) = -4.38 / -4.38 eV

```
24
C7H13N4, DFT ωB97M-V with the def2-TZVPD basis set
C 3.8567 -0.7869 0.1601
N 3.1792 -0.2172 -0.7436
C 2.1611 0.6518 -0.6635
C 1.8002 1.2892 0.5414
N 1.0932 2.4405 0.6169
C 0.1143 2.6517 -0.2707
N -0.7014 1.6978 -0.6694
C -0.9359 0.4440 -0.7337
N -2.0140 -0.1585 -0.1840
C -2.8429 0.5927 0.7949
C -2.3809 -1.5006 -0.3305
H 4.8185 -1.3870 -0.2214
H 3.5491 -0.7208 1.2180
H 3.5933 -0.2229 -1.7022
H 1.6509 0.8859 -1.5873
H 2.2249 0.9766 1.3661
H 0.0053 3.7065 -0.6125
H -0.3689 -0.2253 -1.4125
H -3.1318 1.5336 0.2765
H -3.7422 -0.0074 0.9042
H -2.3655 0.7525 1.7239
H -1.8336 -2.0719 -1.2235
H -2.2325 -2.1012 0.5746
H -3.4841 -1.5432 -0.4926
```

=====

Arrangement R

Below is 2 unconnected molecules or ions with the total composition C7H13N4, with properties calculated with ωB97M-V with the def2-TZVPD basis set.

Total charge = +1
Kohn-Sham gap = 9.29 eV
HOMO = -12.6 eV
LUMO level = -3.35 eV

```
24
C7H13N4, DFT ωB97M-V with the def2-TZVPD basis set
C -0.1315 1.6037 -1.0121
C 0.8652 0.8235 -0.7202
C -0.2827 -2.0975 2.4850
C 0.8553 -1.0923 0.9722
C -1.4512 1.0730 -0.5373
C 2.3284 0.9198 -0.9403
C -2.5176 0.8899 -1.6299
N -1.3698 -1.6946 2.8265
N 2.1227 -1.3815 1.1538
N 0.3381 -0.2805 0.0979
N -1.0681 -0.2530 0.0724
H -0.2201 2.4980 -1.6783
H 0.4827 -2.8972 2.7538
H -1.8593 1.6555 0.3739
H 2.5337 1.7134 -1.6689
H 2.4919 -0.0505 -1.3463
H 2.8928 1.2063 0.0595
H -2.0607 1.1911 -2.6053
H -3.5159 1.2614 -1.5004
H -2.8587 -0.1827 -1.6874
H -1.4304 -0.8217 2.2868
H 2.8294 -0.9069 0.7672
H 2.3573 -2.0845 1.7850
H -1.3316 -1.0930 -0.3076
```

=====

Stability check: which of them is most stable? arrangement P.

=====

Arrangement P

Below is 2 unconnected molecules or ions with the total composition C2H7NS, with properties calculated with ωB97M-V with the def2-TZVPD basis set.

Total charge = -1
Kohn-Sham gap (alpha / beta) = 4.71 / 6.98 eV
Multiplicity = 2
HOMO (alpha / beta) = -0.8 / -3.2 eV
LUMO level (alpha / beta) = 3.91 / 3.76 eV

```
11
C2H7NS, DFT ωB97M-V with the def2-TZVPD basis set
S -1.3526 -2.2586 2.9455
H -0.9303 -2.4556 4.2422
C 0.7956 0.6065 -0.9776
C 0.1486 1.5500 -1.7389
N 0.0710 -0.2155 -0.0005
H 1.8552 0.4277 -1.0442
H 0.6403 1.9024 -2.6486
H -0.8969 1.8164 -1.6842
H 0.5824 -0.3845 0.8725
H -0.7760 0.1758 0.4034
H -0.1372 -1.1646 -0.3696
```

=====

Arrangement Q

Below is 2 unconnected molecules or ions with the total composition C2H7NS, with properties calculated with ωB97M-V with the def2-TZVPD basis set.

Total charge = -1
Kohn-Sham gap (alpha / beta) = 3.36 / 7.66 eV
Multiplicity = 2
HOMO (alpha / beta) = 0.7 / -3.8 eV
LUMO level (alpha / beta) = 4.07 / 3.84 eV

```
11
C2H7NS, DFT ωB97M-V with the def2-TZVPD basis set
S 2.8660 -0.7010 0.3464
H 1.7078 -0.0614 0.8318
C -0.3764 0.8302 -0.6879
C -1.5291 -0.5820 0.7804
N -0.4199 -0.3346 0.1624
H 0.6447 1.1291 -0.8878
H -0.9872 1.6482 -0.2757
H -0.8585 0.5019 -1.6344
H -2.3186 0.1645 0.9650
H -1.5950 -1.4712 1.4035
H 2.8663 -1.1236 -1.0036
```

=====

Stability check: which of them is most stable? arrangement P.